# 1
20
Properties=species:S:1:pos:R:3 method="wB97M-V/def2-TZVPD" lumo_energy_ev=0.58 relative_energy_ev=2.469 homo_ev=-8.2 energy_ev=-18380.8968
C -1.71 -1.96 -0.18
N -1.26 -0.69 0.14
C -2.35 0.25 -0.02
B -0.01 -0.16 0.17
C 0.62 1.26 0.29
C 1.98 1.14 -0.51
C 2.73 -0.04 0.29
S 1.75 -1.52 0.14
H -2.11 -2.01 -1.24
H -0.81 -2.59 -0.10
H -2.42 -2.20 0.64
H -3.21 0.06 0.47
H -2.09 1.25 0.54
H -2.60 0.40 -1.10
H -0.12 2.02 -0.22
H 0.82 1.57 1.40
H 1.80 0.83 -1.56
H 2.39 2.18 -0.24
H 3.76 -0.17 -0.13
H 2.85 0.38 1.22



# 2
48
Properties=species:S:1:pos:R:3 method="wB97M-V/def2-TZVPD" lumo_energy_ev="-13.29 / -13.30" relative_energy_ev=0.000 homo_ev="-17.7 / -17.7" energy_ev=-66907.7583 charge=+3
Ce -0.08 1.57 0.31
P 2.52 -1.45 1.21
C 0.97 -2.45 0.99
C -0.38 -2.10 0.38
N -0.84 -0.85 0.10
C -2.03 -0.71 -0.53
C -2.88 -1.79 -0.76
C -2.47 -3.07 -0.39
C -1.20 -3.21 0.17
C -2.51 0.69 -0.90
P -1.47 1.71 -2.11
H -0.83 -4.18 0.47
H -3.84 -1.60 -1.23
H -3.11 -3.93 -0.54
H -3.46 0.62 -1.44
H -2.72 1.28 0.02
H 1.35 -3.27 0.44
H 0.77 -2.83 2.01
H 3.51 -3.28 -3.54
O 2.97 -3.37 -4.29
H 2.40 -4.13 -4.10
H 3.27 -1.17 0.02
O 1.88 0.34 -0.21
H 2.43 0.65 -0.95
C -1.65 0.80 -3.67
H -2.69 0.87 -4.04
H -0.98 1.25 -4.41
H -1.38 -0.25 -3.54
C -2.59 3.12 -2.41
H -2.01 3.90 -2.92
H -3.43 2.82 -3.05
H -2.97 3.53 -1.47
C 2.25 -0.28 2.58
H 2.92 -0.55 3.41
H 2.47 0.76 2.28
H 1.22 -0.32 2.95
C 3.70 -2.64 1.92
H 4.60 -2.08 2.20
H 3.28 -3.16 2.79
H 3.98 -3.37 1.14
C -0.26 4.93 2.55
S 0.01 3.18 2.80
O 1.18 2.82 1.90
O 0.17 2.87 4.19
O -1.18 2.49 2.12
H 0.51 5.47 3.12
H -1.25 5.19 2.92
H -0.17 5.17 1.48



# 3
7
Properties=species:S:1:pos:R:3 method="wB97M-V/def2-TZVPD" lumo_energy_ev="-7.73 / -6.95" relative_energy_ev=2.934 homo_ev="-14.0 / -13.6" energy_ev=-11701.4429 charge=+1
C 0.20 0.74 0.12
C -0.08 -1.54 -0.57
N -0.09 -0.45 -0.15
I 2.45 -2.03 -2.99
H 1.27 0.88 0.47
H -0.54 1.39 0.06
H -0.41 -2.48 -0.24



# 4
72
Properties=species:S:1:pos:R:3 method="wB97M-V/def2-TZVPD" lumo_energy_ev=-0.25 relative_energy_ev=8.931 homo_ev=-9.3 energy_ev=-55168.2030
N -0.74 0.68 0.13
C 0.50 0.39 -0.07
N 1.24 1.29 0.39
O 0.95 -0.71 -0.44
H -1.02 1.65 0.20
H -1.26 0.00 -0.40
H 0.87 2.16 0.74
H 2.22 1.06 0.50
N -4.16 5.57 2.93
C -3.54 4.68 2.19
N -4.40 3.82 1.80
O -2.35 4.67 2.08
H -3.50 5.91 3.61
H -5.10 5.93 2.77
H -5.31 4.25 1.70
H -4.05 2.95 1.42
N -0.64 -5.10 -3.72
C 0.00 -5.96 -4.51
N -0.82 -6.52 -5.41
O 1.19 -6.17 -4.46
H -0.15 -4.40 -3.18
H -1.63 -5.19 -3.55
H -0.40 -7.20 -6.03
H -1.82 -6.52 -5.27
N -5.80 -1.02 -2.66
C -5.02 -0.91 -3.71
N -5.72 -1.09 -4.74
O -3.80 -0.82 -3.68
H -5.48 -0.98 -1.70
H -6.81 -1.07 -2.74
H -5.36 -1.30 -5.66
H -6.64 -1.42 -4.49
N -2.12 -4.59 2.46
C -2.36 -5.09 1.28
N -3.36 -4.45 0.65
O -1.76 -6.07 0.85
H -1.58 -5.24 3.01
H -2.50 -3.69 2.70
H -3.69 -4.86 -0.21
H -3.83 -3.69 1.13
N 7.41 -1.16 -0.65
C 6.17 -0.95 -0.38
N 5.45 -1.69 -1.19
O 5.75 -0.16 0.47
H 7.70 -1.75 -1.42
H 7.96 -0.64 0.02
H 5.91 -2.15 -1.96
H 4.44 -1.64 -1.21
N 3.10 -1.75 4.01
C 2.75 -2.85 4.55
N 2.96 -3.78 3.69
O 2.55 -3.08 5.74
H 2.98 -0.94 4.60
H 3.31 -1.76 3.02
H 2.58 -4.63 4.07
H 2.90 -3.77 2.68
N -2.46 6.26 -4.55
C -2.36 6.48 -3.30
N -1.82 5.46 -2.81
O -2.48 7.56 -2.78
H -2.39 5.32 -4.93
H -2.65 7.12 -5.05
H -1.82 4.72 -3.49
H -1.78 5.28 -1.81
N 5.48 5.10 5.24
C 5.19 3.85 4.89
N 5.76 3.46 3.78
O 4.50 3.16 5.56
H 5.83 5.72 4.51
H 5.24 5.50 6.13
H 6.14 4.18 3.18
H 5.44 2.56 3.44



# 5
92
Properties=species:S:1:pos:R:3 method="wB97M-V/def2-TZVPD" lumo_energy_ev=2.15 relative_energy_ev=0.061 homo_ev=-4.9 energy_ev=-129682.7991 charge=-1
Sr 0.30 -0.36 -0.23
C 0.77 4.29 -1.97
C -0.11 3.47 -2.93
C -0.92 4.39 -3.84
C 0.74 2.48 -3.70
C 1.61 2.95 -4.68
C 2.43 2.09 -5.39
C 2.39 0.74 -5.09
C 1.54 0.23 -4.12
C 1.58 -1.26 -3.82
C 3.00 -1.70 -3.45
C 1.03 -2.08 -4.99
C 0.67 1.10 -3.43
N -0.27 0.62 -2.49
C -1.56 0.63 -2.92
C -2.01 0.88 -4.24
C -3.35 0.86 -4.57
C -4.34 0.60 -3.63
C -3.94 0.35 -2.32
C -2.61 0.38 -2.01
F -2.25 0.15 -0.69
H 0.17 4.97 -1.37
H 1.50 4.88 -2.53
H 1.33 3.63 -1.30
H -0.81 2.90 -2.32
H -0.27 5.03 -4.44
H -1.57 5.04 -3.25
H -1.55 3.81 -4.51
H 1.65 4.02 -4.88
H 3.10 2.46 -6.15
H 3.05 0.06 -5.62
H 0.93 -1.44 -2.96
H 3.67 -1.63 -4.32
H 3.01 -2.72 -3.09
H 3.42 -1.05 -2.67
H 1.64 -1.93 -5.88
H 0.01 -1.79 -5.22
H 1.04 -3.14 -4.74
H -1.27 1.08 -5.00
H -3.63 1.05 -5.60
H -5.39 0.58 -3.90
H -4.66 0.15 -1.53
F -0.28 -4.08 2.90
Te -0.09 -2.24 2.73
F -1.95 -2.21 2.96
F 1.73 -2.66 2.75
F 0.01 -2.14 4.59
F -0.43 -2.62 0.87
O 0.11 -0.52 2.31
O 2.16 -2.04 -0.08
C 3.05 -1.17 0.10
O 2.80 0.07 0.11
C 4.50 -1.63 0.23
C 5.44 -0.61 0.89
Ge 7.05 -0.26 -0.16
C 8.29 0.89 0.82
C 7.87 1.63 1.92
C 8.74 2.46 2.60
C 10.06 2.58 2.19
C 10.50 1.85 1.09
C 9.62 1.01 0.42
C 8.02 -1.91 -0.57
C 7.76 -2.63 -1.74
C 8.42 -3.82 -2.01
C 9.36 -4.31 -1.13
C 9.64 -3.61 0.04
C 8.97 -2.42 0.31
C 6.56 0.55 -1.87
C 7.49 0.68 -2.90
C 7.14 1.25 -4.12
C 5.84 1.68 -4.33
C 4.89 1.55 -3.32
C 5.26 1.00 -2.09
H 4.80 -1.87 -0.80
H 4.49 -2.59 0.75
H 5.72 -0.94 1.89
H 4.90 0.33 1.00
H 6.84 1.55 2.26
H 8.39 3.03 3.46
H 10.74 3.23 2.72
H 11.53 1.93 0.77
H 9.98 0.44 -0.43
H 7.03 -2.25 -2.45
H 8.19 -4.36 -2.93
H 9.88 -5.24 -1.34
H 10.38 -3.99 0.74
H 9.21 -1.88 1.22
H 8.51 0.32 -2.76
H 7.88 1.34 -4.90
H 5.55 2.10 -5.28
H 3.87 1.86 -3.49
H 4.50 0.88 -1.33